{
  "formula": "C66H167N9O22",
  "method": "the ωB97M-V functional and the def2-TZVPD basis",
  "symbols": ["C", "O", "C", "C", "N", "C", "C", "O", "C", "H", "H", "H", "H", "H", "H", "H", "H", "H", "H", "H", "H", "H", "H", "H", "C", "O", "C", "C", "N", "C", "C", "O", "C", "H", "H", "H", "H", "H", "H", "H", "H", "H", "H", "H", "H", "H", "H", "H", "C", "O", "C", "C", "N", "C", "C", "O", "C", "H", "H", "H", "H", "H", "H", "H", "H", "H", "H", "H", "H", "H", "H", "H", "C", "O", "C", "C", "N", "C", "C", "O", "C", "H", "H", "H", "H", "H", "H", "H", "H", "H", "H", "H", "H", "H", "H", "H", "C", "O", "C", "C", "N", "C", "C", "O", "C", "H", "H", "H", "H", "H", "H", "H", "H", "H", "H", "H", "H", "H", "H", "H", "C", "O", "C", "C", "N", "C", "C", "O", "C", "H", "H", "H", "H", "H", "H", "H", "H", "H", "H", "H", "H", "H", "H", "H", "C", "O", "C", "C", "N", "C", "C", "O", "C", "H", "H", "H", "H", "H", "H", "H", "H", "H", "H", "H", "H", "H", "H", "H", "C", "O", "C", "C", "N", "C", "C", "O", "C", "H", "H", "H", "H", "H", "H", "H", "H", "H", "H", "H", "H", "H", "H", "H", "C", "O", "C", "C", "N", "C", "C", "O", "C", "H", "H", "H", "H", "H", "H", "H", "H", "H", "H", "H", "H", "H", "H", "H", "C", "C", "C", "O", "H", "H", "H", "H", "H", "H", "H", "H", "C", "C", "C", "O", "H", "H", "H", "H", "H", "H", "H", "H", "C", "C", "C", "O", "H", "H", "H", "H", "H", "H", "H", "H", "C", "C", "C", "O", "H", "H", "H", "H", "H", "H", "H", "H"],
  "xyz": [[-2.281017, 13.735881, 15.121175], [-2.475153, 15.179676, 15.050395], [-3.800190, 15.599715, 15.122293], [-3.911015, 16.798336, 16.057766], [-5.148896, 17.485247, 15.864113], [-5.332781, 18.605587, 16.806340], [-6.741661, 19.090357, 16.700039], [-7.594718, 18.102882, 17.082985], [-8.848153, 18.536074, 17.539898], [-2.649915, 13.218380, 14.239105], [-2.802508, 13.345898, 16.013823], [-1.251296, 13.582222, 15.336368], [-4.424335, 14.795989, 15.438038], [-4.111611, 15.824001, 14.098916], [-3.100383, 17.502677, 15.974735], [-3.930518, 16.421752, 17.113700], [-5.973953, 16.874644, 15.912202], [-4.686204, 19.430439, 16.533402], [-5.120997, 18.355991, 17.837446], [-6.938831, 19.496720, 15.691214], [-6.925517, 20.000207, 17.370575], [-9.524160, 18.996862, 16.785919], [-8.843087, 19.227558, 18.371956], [-9.390207, 17.617512, 17.877284], [-12.361484, 17.794682, 19.073064], [-12.484619, 16.457261, 19.356766], [-12.990152, 15.749376, 18.201788], [-13.355839, 14.354784, 18.636891], [-14.499975, 14.538228, 19.524880], [-15.182530, 13.257418, 19.892068], [-16.658630, 13.286849, 19.643793], [-16.949779, 13.401689, 18.255372], [-18.229689, 13.872845, 18.039520], [-13.343657, 18.274013, 18.933208], [-11.789612, 18.022780, 18.162290], [-12.015760, 18.337359, 19.955818], [-12.355732, 15.717325, 17.339825], [-13.830100, 16.307003, 17.889775], [-12.467963, 13.829948, 19.015883], [-13.738436, 13.835433, 17.760547], [-14.091781, 14.878531, 20.349823], [-15.018630, 13.034855, 20.972946], [-14.791057, 12.401541, 19.315943], [-17.090812, 14.150857, 20.205699], [-17.015795, 12.388217, 20.020000], [-18.331294, 14.957690, 18.190519], [-19.020547, 13.469724, 18.699726], [-18.682307, 13.653308, 17.098962], [-16.344781, 12.163778, 23.594538], [-15.443477, 13.158660, 23.282135], [-14.098237, 12.770961, 23.678911], [-13.162752, 14.004274, 23.848236], [-12.913633, 14.631944, 22.527052], [-12.508203, 16.053654, 22.579084], [-11.326097, 16.489943, 23.462405], [-10.171667, 15.666797, 23.245997], [-9.596392, 15.867632, 21.946582], [-16.149592, 11.331775, 22.995008], [-17.355313, 12.548126, 23.515966], [-16.237023, 11.823407, 24.694359], [-13.643814, 12.167812, 22.908378], [-14.205159, 12.276131, 24.668387], [-12.260045, 13.728109, 24.397710], [-13.654801, 14.737628, 24.571674], [-12.081000, 14.146332, 22.149563], [-13.359552, 16.632261, 22.888956], [-12.293951, 16.331185, 21.557031], [-11.632627, 16.192769, 24.529956], [-11.143210, 17.577322, 23.395424], [-8.900627, 15.029501, 21.813767], [-8.938609, 16.761376, 21.922884], [-10.324411, 15.868846, 21.167242], [-6.928870, 12.800837, 21.571910], [-6.429108, 13.945692, 20.925161], [-6.851753, 13.909953, 19.585762], [-6.357203, 15.078713, 18.778156], [-6.665935, 16.391294, 19.331518], [-5.543274, 16.919990, 20.052125], [-5.899335, 18.148524, 20.854151], [-6.416460, 19.016934, 19.846770], [-6.800280, 20.253325, 20.441248], [-6.841224, 13.059475, 22.646667], [-6.395028, 11.863460, 21.404485], [-8.001688, 12.671903, 21.346317], [-7.939503, 13.645291, 19.612391], [-6.402772, 13.040225, 19.131190], [-6.947007, 14.894182, 17.886218], [-5.294412, 15.009432, 18.485874], [-7.071427, 17.070721, 18.708815], [-4.713894, 17.212093, 19.388747], [-5.173194, 16.120788, 20.710514], [-5.072984, 18.624202, 21.359158], [-6.728686, 17.956787, 21.549515], [-6.047175, 20.598993, 21.193494], [-7.755779, 20.062914, 20.984815], [-6.953458, 20.997665, 19.673981], [-4.401981, 23.067349, 20.458391], [-5.155166, 22.836125, 21.628489], [-5.955518, 23.965349, 21.989995], [-6.561905, 23.696202, 23.341841], [-7.551942, 22.659646, 23.346558], [-8.014367, 22.470239, 24.763479], [-8.907642, 21.283159, 24.791819], [-8.173753, 20.161639, 24.326741], [-9.066147, 19.147613, 24.087970], [-4.101464, 22.096074, 20.090487], [-3.530060, 23.745237, 20.576568], [-4.922456, 23.588257, 19.691550], [-6.744467, 24.039435, 21.238372], [-5.403162, 24.910963, 22.058102], [-7.071523, 24.591793, 23.765852], [-5.697737, 23.398577, 23.978517], [-7.131073, 21.748659, 23.190367], [-8.474792, 23.343357, 25.118671], [-7.104053, 22.190719, 25.336646], [-9.729372, 21.438267, 24.110347], [-9.419074, 21.040022, 25.756820], [-9.809068, 19.457359, 23.294850], [-9.596666, 18.787193, 25.007146], [-8.535670, 18.333129, 23.718113], [-16.353731, 23.647779, 22.420581], [-15.060145, 24.124551, 22.798413], [-14.806990, 24.354647, 24.161931], [-14.583658, 23.144216, 25.015470], [-13.449871, 22.270916, 24.762970], [-12.192890, 22.932101, 25.060970], [-11.726537, 22.758888, 26.524906], [-10.523796, 23.419859, 26.700635], [-10.205165, 23.608630, 28.091677], [-16.247332, 22.584224, 22.311444], [-16.570753, 24.088343, 21.458131], [-17.037951, 23.913738, 23.229008], [-15.713271, 24.782299, 24.639846], [-13.954970, 25.015423, 24.181502], [-15.524265, 22.529835, 24.939494], [-14.537346, 23.500062, 26.044520], [-13.356260, 22.061630, 23.785649], [-12.281791, 24.086271, 24.982847], [-11.377702, 22.660547, 24.413956], [-11.515981, 21.734861, 26.888459], [-12.569695, 23.205088, 27.171675], [-10.869572, 24.342923, 28.552480], [-9.221630, 23.996892, 28.142652], [-10.254847, 22.669004, 28.660978], [-16.140990, 17.705275, 21.682867], [-16.364455, 18.389129, 22.930246], [-15.153138, 18.479768, 23.635599], [-15.507425, 19.301756, 24.901203], [-14.369882, 19.602459, 25.735944], [-14.709498, 20.131283, 27.012549], [-14.672315, 18.993915, 28.042914], [-14.633647, 19.541930, 29.348263], [-15.279679, 18.683202, 30.261999], [-17.104598, 17.707064, 21.210174], [-15.853238, 16.729919, 21.887782], [-15.420647, 18.193111, 21.046526], [-14.318787, 18.973737, 23.075436], [-14.782994, 17.472290, 23.954330], [-16.246765, 18.751040, 25.488490], [-16.046188, 20.175696, 24.477740], [-13.879218, 20.376869, 25.286396], [-15.738898, 20.529491, 27.018136], [-14.104647, 20.982135, 27.404681], [-13.786561, 18.463658, 27.802984], [-15.511857, 18.268189, 27.947652], [-14.933360, 17.696504, 30.177499], [-16.323162, 18.692813, 29.990425], [-15.107978, 18.966760, 31.272069], [-12.400803, 16.699040, 14.665040], [-13.607163, 16.567205, 15.341557], [-14.608069, 16.014843, 14.540456], [-15.883372, 16.325950, 15.170543], [-16.114968, 17.725470, 15.365712], [-17.522786, 17.940522, 15.733285], [-17.595332, 19.355119, 16.336097], [-16.756486, 19.454333, 17.469971], [-16.787064, 20.754772, 18.047046], [-12.226118, 15.804906, 14.040037], [-11.567781, 16.824521, 15.324922], [-12.401450, 17.590126, 14.016154], [-14.468530, 14.893727, 14.347751], [-14.602452, 16.487739, 13.546182], [-16.128062, 15.751088, 16.087922], [-16.630519, 16.016743, 14.444052], [-15.456297, 18.106284, 16.079287], [-17.892171, 17.195011, 16.407213], [-18.125374, 17.922301, 14.839410], [-18.623212, 19.579012, 16.647481], [-17.252194, 20.108578, 15.519391], [-16.636400, 21.494460, 17.175949], [-15.952536, 20.851803, 18.761269], [-17.683129, 21.048301, 18.574996], [-11.084329, 30.181254, 17.742610], [-11.173079, 29.354918, 18.859628], [-12.470363, 29.432596, 19.427352], [-12.604121, 28.412863, 20.578867], [-12.723523, 27.068180, 20.008796], [-12.746560, 26.046252, 20.961047], [-11.806055, 26.085911, 22.093859], [-10.389171, 26.127272, 21.800542], [-9.619683, 25.008839, 22.179416], [-11.515107, 29.784699, 16.817760], [-10.033995, 30.351763, 17.470173], [-11.450684, 31.197959, 17.992767], [-13.195834, 29.163464, 18.649200], [-12.585873, 30.397563, 19.860594], [-13.504212, 28.570542, 21.157131], [-11.751468, 28.553776, 21.270371], [-11.916076, 26.986649, 19.388964], [-12.683988, 25.115854, 20.423888], [-13.733141, 25.916023, 21.450345], [-12.017083, 25.289416, 22.775092], [-12.034831, 26.998957, 22.708334], [-9.483225, 24.991823, 23.285960], [-8.698196, 25.008736, 21.701694], [-10.180006, 24.080386, 21.973778], [-10.914087, 21.110304, 21.215458], [-12.115975, 22.028666, 20.820860], [-13.142266, 21.274637, 19.999181], [-12.720060, 22.567436, 21.998934], [-10.507653, 20.611799, 20.385417], [-11.236992, 20.303904, 21.968591], [-10.197095, 21.711899, 21.782684], [-11.675756, 22.874964, 20.265035], [-12.780873, 21.003173, 19.005646], [-14.062487, 21.896506, 19.946606], [-13.414430, 20.339594, 20.517524], [-13.413434, 23.265404, 21.901583], [-14.400667, 25.361928, 16.734616], [-13.149761, 24.548061, 16.322790], [-12.116480, 25.348323, 15.549836], [-12.568810, 24.109635, 17.596813], [-14.954189, 25.774824, 15.879312], [-14.006107, 26.088896, 17.466698], [-15.023428, 24.604007, 17.224342], [-13.497733, 23.632386, 15.736888], [-11.897809, 26.275057, 16.184793], [-12.592979, 25.640248, 14.656869], [-11.248505, 24.653521, 15.367023], [-11.579060, 24.113618, 17.504988], [-8.314442, 25.512670, 16.975092], [-8.438062, 24.051878, 17.259639], [-8.124690, 23.540426, 18.668357], [-9.862945, 23.721974, 17.011245], [-7.250596, 25.765855, 17.157966], [-8.962522, 26.089349, 17.636750], [-8.492148, 25.851397, 15.957218], [-7.861932, 23.460910, 16.550719], [-8.754411, 24.187802, 19.266174], [-7.056186, 23.608032, 18.972062], [-8.514750, 22.498800, 18.845180], [-10.010686, 22.743821, 17.054989], [-13.484607, 20.423500, 16.006493], [-11.975171, 20.609576, 15.903254], [-11.631301, 20.999378, 14.445267], [-11.498357, 21.585810, 16.851500], [-13.836755, 20.102966, 16.979241], [-13.810356, 19.617002, 15.339924], [-14.128705, 21.301345, 15.887952], [-11.429636, 19.617813, 16.159584], [-12.052772, 22.001758, 14.253788], [-12.060701, 20.259388, 13.853184], [-10.512688, 21.228456, 14.442382], [-12.096929, 22.247553, 17.165158]],
  "atomic_forces_ev_per_a": [[-1.244, 1.505, 0.984], [1.329, -1.678, 0.293], [0.377, 0.809, -0.765], [-0.923, -1.195, 1.183], [-1.113, 1.028, -0.249], [-0.126, -0.457, -0.882], [0.307, 3.270, 0.407], [-1.515, -1.107, 0.247], [-1.763, -1.227, -0.222], [0.165, 0.008, -0.216], [-0.128, 0.081, -0.330], [0.940, -0.159, -0.384], [-0.738, -0.682, 0.615], [-0.320, 0.485, 0.007], [0.484, 0.082, -0.334], [0.709, -0.017, -0.456], [0.658, 0.195, 0.130], [0.371, 0.163, -0.191], [0.080, -0.227, 0.308], [-0.103, -0.502, -0.045], [0.587, -0.950, -0.501], [0.761, -0.164, -0.139], [0.625, 0.249, 0.406], [0.463, 0.668, -0.138], [-0.811, 1.680, 0.188], [0.566, -1.304, -0.831], [0.470, -0.337, 1.223], [-1.079, 0.902, -0.754], [-0.418, -2.133, -0.395], [0.924, 0.301, 0.072], [0.595, 2.463, -0.236], [0.307, -0.383, 0.032], [-1.810, 0.858, 1.056], [-0.234, -0.235, -0.358], [0.287, -0.092, 0.264], [0.702, -0.226, -0.082], [1.231, 0.265, -0.235], [-1.382, 0.281, -0.447], [-0.176, -0.077, 0.274], [0.223, -0.216, -0.213], [0.249, 0.763, 1.637], [-0.172, 0.151, -0.696], [0.185, 0.316, 0.077], [0.092, -0.528, -0.374], [-1.282, -1.805, 0.745], [0.387, 0.072, -0.060], [0.581, -0.297, 0.414], [0.621, -0.325, -1.258], [-0.334, 0.232, 2.793], [1.806, 0.943, 0.380], [-0.354, 1.666, 0.817], [-1.680, 0.786, 0.498], [1.446, -0.099, 0.736], [0.235, 0.114, -0.240], [-0.800, -2.121, 1.789], [-0.254, 0.879, -0.696], [1.539, -0.372, 1.290], [-0.176, -1.709, -1.100], [-0.121, -0.010, -0.398], [-0.103, 0.414, -1.356], [-0.016, -0.783, -0.178], [0.392, -0.110, -0.656], [0.205, -0.343, -0.257], [0.289, -0.673, -1.176], [-0.688, 0.171, 0.083], [-0.407, 0.263, 0.116], [-0.143, 0.094, -0.317], [0.574, 0.923, -1.227], [0.044, -0.415, -0.070], [-0.227, 0.106, -0.172], [-0.627, -0.110, -0.089], [-0.517, 0.147, -0.667], [-0.278, 0.865, 1.828], [0.027, -0.367, -0.065], [0.362, -0.727, 0.650], [-1.223, 0.702, -0.451], [-0.146, -0.674, 0.542], [0.730, -0.344, 0.962], [-1.386, -0.392, -1.224], [0.400, 1.200, 0.395], [-0.307, -0.826, 1.043], [-0.142, -0.499, -0.417], [0.186, 0.085, -0.435], [0.245, -0.126, 0.028], [0.358, 1.082, -0.534], [0.294, -0.712, -0.471], [0.054, 0.520, -0.741], [-0.201, -0.300, 0.323], [0.212, -0.179, -0.403], [0.118, -0.139, 0.011], [0.011, 0.284, -0.047], [0.486, 0.004, 0.250], [0.268, -0.190, 0.236], [-0.487, -0.101, -0.705], [0.376, 0.461, -0.162], [0.045, 0.173, -0.205], [0.833, 0.108, 0.476], [0.226, 0.904, 0.061], [-0.482, -0.347, -0.044], [0.576, 0.176, 0.518], [-0.982, -0.722, 1.066], [1.777, -1.380, -1.126], [-0.694, -0.408, 0.478], [0.245, 0.953, 0.617], [-1.952, -0.097, -0.124], [0.282, -0.120, -0.135], [-0.064, -0.588, 0.610], [-1.199, 0.211, -0.786], [-0.065, 0.327, -0.088], [0.296, -0.207, -0.273], [0.695, -0.287, -0.382], [-0.304, 0.481, 0.121], [0.205, 0.161, -0.705], [-0.637, 1.146, 0.635], [-0.429, 0.509, 0.321], [-0.431, 0.197, -0.545], [0.767, 0.351, -0.253], [0.432, -0.329, 0.846], [0.156, 0.485, -0.533], [0.980, -1.572, -0.715], [1.254, 0.155, 0.845], [0.506, 0.223, -0.692], [-0.915, 0.032, 0.157], [-1.089, -1.495, 0.038], [0.820, 0.486, 0.129], [0.431, 2.030, 1.653], [-1.629, -0.271, 0.614], [0.848, 1.194, 0.898], [-0.896, -0.404, -0.703], [-0.546, -0.716, -0.030], [-0.384, 0.214, -0.074], [-0.443, -0.080, -0.396], [0.461, 0.562, -0.329], [0.107, 0.503, 0.147], [0.761, 0.346, 0.209], [0.002, -0.068, 0.160], [-0.479, -0.233, -0.656], [0.223, -1.548, -0.161], [0.019, -0.348, -0.522], [-0.838, -0.126, -0.530], [1.137, -0.591, -0.489], [-0.230, -0.069, -0.038], [1.053, 0.294, -0.050], [-0.061, 0.072, -0.211], [-1.360, 1.679, 0.784], [0.981, -0.114, -1.066], [0.204, 0.020, 1.716], [-0.354, -0.364, -0.885], [0.914, 0.806, -1.229], [-1.595, -0.054, 1.857], [-0.623, 0.807, -0.050], [0.214, -0.088, 0.159], [-0.333, 0.881, -0.856], [-0.372, -0.111, -0.499], [0.720, -2.059, 0.206], [0.432, 0.373, -0.172], [-0.620, -0.176, 0.070], [-0.292, 0.556, -0.287], [0.010, -0.129, -0.127], [0.207, 0.109, 0.461], [0.292, -0.309, -0.182], [0.027, 0.147, -0.030], [0.153, -0.779, -0.638], [1.132, -0.824, 0.124], [0.214, 0.586, -0.133], [0.639, -1.638, -0.254], [-0.736, -0.137, 0.399], [0.040, 0.728, 0.737], [0.128, -0.076, -1.305], [0.460, -0.054, 0.608], [0.929, -0.969, -1.026], [-2.081, -0.696, 0.400], [0.413, 0.691, 0.543], [1.716, 1.923, 0.258], [-0.079, 0.416, -1.014], [-0.152, 0.198, 0.449], [1.338, 0.835, -1.679], [0.166, 0.283, 0.108], [0.336, -0.065, 0.781], [-0.132, -0.187, -0.104], [-0.063, 1.225, 0.499], [0.121, 0.059, 0.060], [0.537, -0.072, -0.170], [-0.360, -0.320, -0.146], [-1.013, -0.465, -0.604], [-0.277, -0.540, 0.743], [-0.298, -0.027, -0.401], [-0.028, 0.130, -0.250], [-0.560, -1.015, 1.253], [-0.106, -0.655, 1.365], [-0.215, -0.193, -0.429], [-0.682, -0.377, 0.014], [1.031, 1.216, -0.390], [0.037, -0.532, 0.137], [0.081, -1.715, 0.632], [0.321, 0.057, -0.854], [0.824, 2.102, -1.105], [-1.029, -1.962, 0.319], [1.645, 1.404, 1.800], [-0.708, 0.534, -0.692], [-2.800, -0.673, 1.981], [-0.618, -0.066, 0.266], [0.004, -0.323, 0.395], [-0.270, -0.423, -0.369], [-0.231, 0.431, 0.195], [-0.491, 1.156, 0.013], [-0.386, 0.476, 0.114], [-0.108, -0.113, -0.320], [-0.221, -0.434, 0.143], [0.409, -0.669, -0.391], [0.033, 0.581, -0.182], [-0.071, -0.983, 0.362], [0.361, -0.531, -0.482], [0.186, 0.110, -0.467], [1.564, 0.158, -0.963], [0.367, 0.076, -0.230], [-2.035, 0.470, 2.864], [0.687, -0.069, -0.185], [-0.706, 0.071, 0.351], [0.012, -0.007, 0.622], [0.702, -0.415, -1.233], [0.059, 1.019, -1.128], [0.307, -0.106, -0.403], [-0.259, -0.248, -0.195], [-0.036, 0.205, 0.032], [0.496, -0.374, -0.329], [0.046, 0.272, -0.048], [0.614, -0.733, -0.541], [1.007, -1.046, 0.021], [-0.448, -0.439, 0.502], [0.432, -0.480, 1.800], [0.408, -0.221, -0.808], [0.328, 0.096, 0.319], [-0.719, 0.004, -0.348], [-0.228, 0.537, 0.210], [0.594, 0.931, 0.552], [0.213, -1.258, -0.979], [-0.225, 0.536, -1.356], [-0.580, 1.272, 0.097], [-0.780, 0.232, 0.012], [1.359, 0.615, 0.701], [-1.597, -1.889, -0.675], [-0.240, 0.162, 0.077], [0.964, -0.545, 0.206], [-0.501, 0.230, 0.190], [0.123, 0.045, 0.115], [-0.319, -0.569, -0.169], [0.169, 0.069, -0.344], [0.143, 0.101, 0.845], [-0.758, 0.013, -0.282], [0.544, 0.901, -0.460], [0.145, 0.812, -0.182], [-0.531, -0.724, 0.543], [-0.193, -0.111, 0.223], [1.965, 2.552, 2.900], [1.625, -1.737, -0.579], [0.428, -0.416, 0.597], [-0.033, 0.306, -0.179], [0.571, 0.279, -0.728], [-0.981, 1.557, -0.315], [-0.298, -0.501, -0.104], [-0.053, -1.136, -1.623], [-1.274, -1.014, -0.660], [-1.433, 0.740, 0.012]],
  "lumo_ev": 0.61,
  "orbital_gap_ev": 8.84,
  "e_above_lowest_kj_mol": 259.57,
  "charge": 0,
  "e_tot_ev": -129590.8882
}